(1)
Computed, not measured: a cluster of 40 separate species, H80O40 in total in a non-equilibrium geometry, with wB97M-V/def2-TZVPD.

Output
HOMO-LUMO gap   9.8 eV
Strongest force on any atom   0.07204 hartree/bohr

```
120
Properties=species:S:1:pos:R:3:forces:R:3:lowdin_charge:R:1
H 3.6064 -3.6073 2.2726 0.348 -0.570 0.810 0.03
H 2.2668 -4.1410 2.4633 -0.832 -0.300 0.341 -0.01
O 3.1253 -4.2078 2.8781 0.867 0.441 -0.719 -0.06
H 1.1500 0.2328 -0.0676 0.492 0.499 -0.706 -0.01
H 0.9765 -0.1545 1.3416 0.544 -0.173 0.293 -0.02
O 1.5398 -0.3506 0.5853 -0.017 0.097 -0.273 -0.05
H -0.0736 -0.1359 -2.1677 0.027 -0.076 -0.281 0.03
H -0.0990 -0.2636 -3.6701 0.167 -0.691 0.431 0.06
O 0.0344 -0.8123 -2.8711 -0.253 1.515 0.195 -0.07
H 2.5383 -1.5857 -2.0592 0.495 0.042 -0.445 0.04
H 2.0079 -0.2917 -2.3569 -0.031 0.713 -0.528 0.01
O 2.7257 -0.8482 -2.6757 0.117 -1.148 0.908 -0.06
H 4.1088 1.3258 1.7229 -0.405 0.187 -0.015 0.05
H 3.7128 2.6712 1.0960 0.200 0.093 0.366 0.01
O 3.6880 1.7269 0.9429 -0.207 -0.675 0.720 -0.07
H 1.0809 0.1065 -5.5231 0.454 0.288 -0.373 0.03
O 1.3889 1.0124 -5.7325 -0.223 -0.656 0.233 -0.05
H 1.7785 -4.6159 -1.9741 -0.564 0.280 -0.195 0.04
O 0.8198 -4.7243 -1.8012 1.239 -0.365 0.393 -0.06
H -5.8291 2.4303 -1.3873 -0.067 0.118 0.316 0.03
H -5.8215 1.3218 -2.4353 0.191 0.032 0.359 0.01
O -5.3779 2.1489 -2.1806 0.063 0.067 -0.478 -0.07
H -1.3239 -0.3917 0.8177 -0.486 -0.042 -0.592 0.01
H -1.1301 -1.8075 0.1946 -0.231 0.018 -0.402 0.06
O -1.0275 -1.2838 0.9864 0.793 -0.772 0.622 -0.02
H -0.2511 -2.4542 6.2487 0.211 -0.580 -0.363 0.05
H -0.1456 -3.5420 5.0914 0.016 0.218 0.376 0.04
O -0.4554 -2.6604 5.3246 0.304 1.021 0.446 -0.07
H -1.2165 -3.8817 -3.4499 0.473 -0.600 0.780 0.07
H -0.2588 -2.8249 -2.6489 0.391 -0.727 0.245 0.02
O -0.8454 -3.0059 -3.3798 -1.128 0.393 -1.344 -0.06
H 5.9312 0.0488 0.2397 -0.660 -0.525 0.152 0.04
O 5.3326 -0.5311 0.7458 0.945 -0.281 0.318 -0.07
H 5.5368 0.4666 -2.6716 -0.156 -0.169 0.020 0.06
H 4.8700 -0.8077 -2.1659 -0.421 0.261 0.163 0.02
O 5.3043 -0.0041 -1.8613 0.771 0.384 -0.419 -0.06
H -2.3747 3.4563 5.3967 -1.534 0.392 0.153 0.08
H -1.9185 3.8311 4.1803 -0.381 0.579 -1.222 0.04
O -2.7661 3.9571 4.6385 2.033 -0.747 1.382 -0.06
H -2.5381 -1.1257 -1.4301 0.884 0.286 0.082 0.02
H -2.0253 -2.0210 -2.7013 0.474 0.017 0.331 0.00
O -2.7296 -1.4717 -2.2993 -1.351 0.009 -0.242 -0.07
H 0.7375 4.1609 -3.8498 0.590 0.730 -0.718 0.05
H 1.2446 3.0413 -5.0064 1.037 0.945 -0.070 0.03
O 0.6649 3.3339 -4.3116 -1.708 -1.255 0.724 -0.03
H -2.5279 -0.1719 2.4272 -0.572 -0.193 0.882 0.01
H -4.0266 -0.2951 1.8126 0.079 -0.500 0.671 0.02
O -3.1168 -0.0619 1.6805 0.781 0.279 -1.512 -0.07
H -3.1214 2.8069 2.2065 -0.152 -0.624 -0.026 0.03
H -3.7146 2.7669 3.5393 0.090 -0.669 -0.101 0.03
O -3.5057 2.1450 2.8086 -0.478 1.655 0.247 -0.07
H 2.6745 3.8559 0.1940 0.315 -0.064 -0.263 -0.01
O 1.9899 4.5129 0.0824 -1.247 0.321 0.731 -0.06
H -1.9047 2.0773 -1.1471 -0.734 0.244 -0.212 0.03
H -3.0329 1.2570 -1.8968 -0.190 0.574 0.269 0.03
O -2.1258 1.2427 -1.5720 0.070 -0.608 -0.141 -0.04
H -0.2455 1.6649 -0.7319 -0.314 0.520 0.201 -0.01
O 0.5138 1.5082 -1.2853 0.445 -1.095 -0.053 -0.06
H -3.6921 -2.6788 -1.0682 -0.113 -0.020 -0.559 -0.02
H -4.7033 -3.8490 -0.8685 0.363 0.407 -0.007 0.04
O -4.0057 -3.3328 -0.4378 -0.301 -0.577 0.499 -0.06
H 2.0491 3.9989 4.5598 0.262 -0.393 0.183 0.03
H 0.8218 4.0288 5.4651 0.095 -0.393 -0.078 0.06
O 1.3021 3.4531 4.8481 -0.625 0.567 0.896 -0.06
H 2.1491 -2.6714 1.4366 0.003 0.564 -0.662 0.02
H 0.7074 -2.1523 1.2667 -0.555 0.696 -0.919 -0.02
O 1.3227 -2.5084 1.8857 0.319 -1.220 1.768 -0.05
H 4.1157 -2.7370 -3.5020 0.258 0.151 0.012 0.02
H 3.0988 -3.6362 -4.0304 0.139 -0.424 -0.018 0.05
O 3.9750 -3.6843 -3.6173 -0.527 0.436 -0.174 -0.05
H 4.8028 -3.0189 -0.1267 0.237 0.366 0.216 0.02
H 4.6927 -3.5618 -1.5449 -0.001 -0.246 -0.280 0.00
O 4.2321 -3.5262 -0.7055 -0.364 0.000 0.182 -0.05
H -1.8486 4.0289 0.6601 0.687 0.052 -0.139 0.00
H -0.6753 4.8363 -0.0091 0.312 -0.248 0.133 0.01
O -1.6241 4.7637 0.0760 -0.851 0.186 -0.123 -0.04
H 3.2343 3.2822 -1.8074 0.033 0.018 -0.452 0.03
H 2.1128 3.3811 -2.9721 0.694 0.133 -1.083 -0.01
O 2.3168 3.1573 -2.0818 -0.001 -0.459 0.759 -0.05
H 1.4890 3.6632 3.0153 1.610 -1.309 -0.777 0.05
H 2.1318 4.8062 2.6179 1.641 -0.704 -0.886 0.09
O 2.4132 3.8459 2.6426 -2.897 2.040 1.080 -0.10
H -2.6361 -3.1170 3.4642 0.311 -0.132 -0.360 0.03
H -1.8006 -4.4309 3.5515 0.043 -0.043 -0.428 0.05
O -2.3383 -3.8202 4.0513 -0.414 -0.361 0.178 -0.06
H -2.6226 -0.5326 4.4942 0.175 -0.625 0.474 0.04
H -1.0233 -0.5371 4.6862 -0.791 -0.710 0.218 0.01
O -1.8011 -0.0534 4.3865 0.065 0.978 -0.417 -0.05
H 2.7749 -0.9627 3.2200 -0.204 -0.928 1.065 0.01
O 3.5971 -0.5221 3.3921 0.757 1.965 -2.026 -0.03
H -4.7876 -0.0393 -3.3181 -0.136 -0.555 0.015 0.04
H -4.6456 -0.6882 -1.9764 0.108 -0.233 0.314 -0.01
O -5.3017 -0.5245 -2.6531 -0.413 0.465 -0.729 -0.06
H 1.2471 4.0333 0.5040 0.566 0.339 -0.399 0.03
H 0.5919 1.5242 -5.5952 -0.473 0.011 -0.117 0.01
H 0.6526 2.1866 -1.9561 0.104 0.152 0.390 0.04
H 0.8917 -5.3508 -1.0642 -0.499 0.147 -0.081 0.05
H 4.4525 -0.1713 0.6337 -0.285 0.105 -0.275 -0.01
H 4.1940 -0.5412 4.1248 -0.653 -1.048 0.841 0.04
O -4.6851 -2.5774 3.9333 -0.685 1.685 -0.247 -0.05
H -4.1291 -2.9495 4.6119 -0.019 -0.990 -0.073 0.01
H -4.9575 -3.1888 3.2467 0.387 -0.486 0.370 0.05
O -2.6592 -0.4764 -5.2978 -0.191 0.493 0.382 -0.05
H -3.0687 0.3689 -5.5667 0.463 -0.602 0.430 0.08
H -2.4254 -0.4443 -4.3469 -0.457 0.206 -0.406 0.03
O -1.0686 1.9492 1.1162 -0.472 -0.652 -0.454 -0.07
H -0.4167 1.3168 1.4906 -0.411 0.787 0.386 0.02
H -1.9417 1.4837 1.1626 0.619 0.214 0.186 0.03
O -5.4614 -0.0522 0.3668 -1.399 0.523 1.207 -0.05
H -5.3984 0.4010 1.2296 0.571 0.285 -0.534 0.04
H -6.4349 -0.1193 0.4007 0.358 -0.463 -0.812 0.07
O 0.4324 0.6871 3.0582 0.599 -0.280 0.748 -0.05
H 0.9490 1.1278 3.7699 -0.348 -0.413 -0.749 0.08
H 0.3228 -0.2467 3.3197 0.148 0.538 -0.124 0.05
O 4.9893 2.7729 -0.7904 1.005 0.918 -1.690 -0.07
H 4.8270 1.8363 -0.6598 -0.360 -0.382 0.171 0.00
H 5.5330 2.8107 -1.6056 -0.370 0.131 0.742 0.07
O -0.4031 -1.8468 -6.0708 0.227 0.474 -0.284 -0.06
H -1.2481 -1.4517 -5.7942 0.119 -0.209 -0.228 -0.02
H -0.4380 -2.7719 -5.8289 -0.028 -0.041 0.276 0.02
```
Forces are in eV/Å.

(2)
Computed, not measured: a structure of composition C30H34N2OS5SbSe4V in a non-equilibrium geometry, with wB97M-V/def2-TZVPD.

Output
Total charge   -1
HOMO-LUMO gap (spin up / spin down)   5.1 / 4.6 eV
Strongest force on any atom   0.02560 hartree/bohr
Spin multiplicity   2

```
78
Properties=species:S:1:pos:R:3:forces:R:3:mulliken_spin:R:1
V -0.8956 -2.5846 -0.4985 0.604 0.234 0.842 0.98
C -0.0350 -2.0248 2.7723 -0.144 -0.090 -0.138 0.00
C -0.8629 -3.2872 2.9745 0.018 0.108 -0.130 0.00
S -1.0536 -4.1951 1.3872 0.173 0.071 0.091 -0.03
C -2.8139 -4.5974 1.4685 -0.126 0.165 -0.059 0.00
C -3.7372 -3.3766 1.3893 0.247 0.017 -0.007 0.00
S -3.2653 -2.2532 0.0218 -0.401 0.132 0.058 0.00
C -3.2433 -0.6245 0.8501 0.163 -0.193 0.009 -0.01
C -2.1190 -0.4001 1.8612 -0.040 -0.034 -0.105 0.02
S -0.4779 -0.9956 1.3213 0.007 0.204 -0.051 -0.01
H 1.0105 -2.2864 2.5954 0.010 0.030 -0.013 0.00
H -0.0737 -1.3860 3.6559 0.033 -0.046 0.056 0.00
H -1.8473 -3.0498 3.3778 -0.017 0.002 -0.036 0.00
H -0.3647 -3.9596 3.6726 -0.026 0.029 0.065 0.00
H -2.9853 -5.1460 2.3955 -0.076 -0.074 -0.027 0.00
H -2.9791 -5.2660 0.6245 0.019 0.015 -0.048 0.00
H -3.7341 -2.8260 2.3310 -0.019 0.024 -0.011 0.00
H -4.7557 -3.7062 1.1873 -0.032 -0.048 0.120 0.00
H -4.2110 -0.4821 1.3356 -0.012 0.076 -0.029 0.00
H -3.1584 0.0873 0.0272 0.045 -0.042 -0.039 0.01
H -2.3513 -0.8979 2.8040 0.037 0.015 0.030 0.00
H -2.0165 0.6692 2.0455 -0.064 0.013 0.005 0.00
Se -2.5307 -3.4817 -5.7520 0.075 0.046 -0.001 -0.01
Sb -0.9012 -3.0850 -4.0221 -0.745 0.055 0.275 -0.01
Se -1.2670 -4.4871 -1.8961 0.023 -0.965 -0.895 0.06
Se -1.5171 -1.1528 -2.3696 0.290 0.029 -0.379 -0.03
Se 1.3994 -2.8173 -4.7219 0.094 0.011 0.123 0.00
S 5.8259 -2.5825 -0.9663 0.080 -0.144 -0.219 0.00
C 4.0413 -2.7034 -1.0242 0.119 0.009 0.263 0.01
C 3.2818 -1.7609 -1.6738 -0.284 0.107 -0.097 -0.01
C 1.8944 -1.8079 -1.5452 0.294 0.049 -0.060 0.03
N 1.2770 -2.7351 -0.8185 -0.118 -0.052 0.124 -0.03
C 2.0166 -3.7250 -0.2962 -0.029 0.009 -0.056 0.04
C 3.3924 -3.7408 -0.3557 0.002 -0.042 -0.045 -0.01
C 5.9398 -1.1419 0.0768 -0.207 0.034 0.050 0.00
C 5.9876 -1.2766 1.4563 0.031 0.007 0.046 0.00
C 5.9773 -0.1303 2.2379 0.024 0.036 -0.018 0.00
N 5.9228 1.1040 1.7414 0.028 -0.055 -0.065 0.00
C 5.9020 1.2200 0.4141 0.033 0.003 0.068 0.00
C 5.9182 0.1389 -0.4555 0.048 0.031 -0.031 0.00
H 3.7237 -0.9985 -2.2999 0.028 0.009 0.053 0.00
H 1.2605 -1.0852 -2.0386 -0.052 0.074 0.010 0.00
H 1.4730 -4.5304 0.1799 -0.036 0.010 0.040 0.01
H 3.9467 -4.5473 0.1033 0.028 0.040 0.034 0.00
H 6.0250 -2.2576 1.9110 -0.043 0.009 -0.001 0.00
H 6.0093 -0.2095 3.3193 -0.012 0.000 -0.005 0.00
H 5.8679 2.2315 0.0237 -0.001 -0.010 0.000 0.00
H 5.9118 0.2916 -1.5265 -0.053 -0.005 0.013 0.00
O -0.8221 1.4108 -0.2425 0.225 -0.096 -0.376 0.00
S -0.0596 1.5693 -1.5262 -0.210 0.295 0.764 0.00
C -1.1093 2.6734 -2.5861 -0.079 -0.101 0.059 0.00
C -2.5477 2.5758 -2.1723 0.125 -0.063 0.047 0.00
C -2.9892 3.2651 -1.0456 -0.034 0.027 -0.018 0.00
C -4.2983 3.1312 -0.6092 -0.006 -0.017 -0.009 0.00
C -5.1766 2.2974 -1.2919 0.024 -0.030 0.020 0.00
C -4.7391 1.5991 -2.4087 0.013 0.036 -0.005 0.00
C -3.4283 1.7368 -2.8455 -0.048 0.014 -0.018 0.00
C 1.2665 2.8056 -1.0812 -0.105 0.023 -0.029 0.00
C 0.8433 3.7304 0.0137 -0.141 -0.093 -0.181 0.00
C 0.3686 5.0088 -0.2687 0.048 0.060 0.023 0.00
C -0.1365 5.8198 0.7393 -0.007 -0.025 -0.017 0.00
C -0.1851 5.3526 2.0445 -0.016 -0.025 -0.020 0.00
C 0.2970 4.0829 2.3374 0.063 0.009 -0.013 0.00
C 0.8126 3.2805 1.3318 0.026 0.037 0.042 0.00
H -0.9548 2.3157 -3.6040 0.018 0.064 -0.015 0.00
H -0.7350 3.6889 -2.4692 -0.020 0.015 -0.066 0.00
H -2.2974 3.8970 -0.5018 0.016 -0.016 0.017 0.00
H -4.6289 3.6672 0.2723 -0.005 0.009 -0.012 0.00
H -6.1962 2.1813 -0.9444 -0.003 0.013 -0.012 0.00
H -5.4091 0.9331 -2.9376 0.012 0.003 0.016 0.00
H -3.0817 1.1643 -3.6955 0.002 -0.010 0.001 0.00
H 1.5296 3.3344 -1.9992 0.099 -0.075 0.011 0.00
H 2.0897 2.1586 -0.7763 0.076 0.095 0.007 0.00
H 0.4077 5.3818 -1.2867 -0.021 -0.013 0.010 0.00
H -0.4973 6.8130 0.5018 0.000 -0.012 0.001 0.00
H -0.5992 5.9733 2.8295 0.033 0.004 -0.003 0.00
H 0.2696 3.7146 3.3556 0.005 0.007 -0.007 0.00
H 1.1988 2.2961 1.5656 -0.106 -0.041 -0.024 0.00
```
Forces are in eV/Å.

(3)
Computed, not measured: the molecule C6H14N2O in a non-equilibrium geometry, with wB97M-V/def2-TZVPD.

Output
HOMO-LUMO gap   9.6 eV
Structure (SMILES)   CC1(C)COC[C@@H]1NN
Strongest force on any atom   0.06446 hartree/bohr

```
23
Properties=species:S:1:pos:R:3:forces:R:3:nbo_charge:R:1
C 0.0935 1.6999 -1.0800 1.466 -2.705 0.756 -0.08
C -1.5025 0.1589 -1.2627 0.625 -0.870 0.875 -0.08
C 0.3347 0.8184 0.1975 -1.493 0.467 -0.133 -0.06
C -0.5998 -0.4430 -0.1438 -0.045 0.537 0.631 -0.09
C 0.1960 -1.5850 -0.7598 0.776 0.643 1.211 -0.62
C -1.3427 -0.8655 1.1068 -1.132 0.704 0.322 -0.62
N 2.3986 0.2210 1.5197 -0.001 2.137 1.990 -0.70
N 1.7434 0.7600 0.3394 1.630 -1.057 1.893 -0.48
O -0.5993 0.9280 -2.0145 -0.667 -0.326 -0.968 -0.52
H -0.4992 2.4498 -0.7144 -1.193 2.756 0.184 0.17
H 1.0826 1.8998 -1.4565 -0.063 0.938 -0.407 0.20
H -2.1262 -0.5325 -1.8296 0.865 -0.457 -0.561 0.20
H -2.2674 0.7412 -0.8331 -0.887 1.513 0.932 0.16
H -0.0287 1.3797 1.1207 0.111 -0.896 -1.056 0.19
H 1.1135 -1.6909 -0.0766 -1.060 -0.398 -1.345 0.20
H 0.4661 -1.1919 -1.7701 0.097 -1.119 0.596 0.23
H -0.4548 -2.4879 -0.7024 0.825 0.438 -0.558 0.22
H -0.7649 -1.2418 1.9126 1.311 -0.303 0.552 0.21
H -2.0836 -1.6283 1.0026 -0.551 -0.799 -0.812 0.21
H -1.9249 -0.0720 1.5905 0.212 0.413 -0.361 0.21
H 2.4451 0.9698 2.3413 -0.345 -1.988 -2.630 0.35
H 2.0776 -0.6561 1.9502 -0.451 0.486 -0.733 0.34
H 2.2428 0.3685 -0.4378 -0.029 -0.114 -0.377 0.36
```
Forces are in eV/Å.

(4)
Computed, not measured: the molecule C3H3NO in a non-equilibrium geometry, with wB97M-V/def2-TZVPD.

Output
HOMO-LUMO gap   11.2 eV
Structure (SMILES)   N#CCC=O
Strongest force on any atom   0.01981 hartree/bohr

```
8
Properties=species:S:1:pos:R:3:forces:R:3:nbo_charge:R:1
O 0.8650 0.6801 -1.7435 -0.337 -0.775 0.570 -0.48
C 0.2995 -0.1108 -1.0310 0.283 0.565 -0.449 0.45
C 0.4111 -0.1065 0.4947 0.077 0.130 0.022 -0.61
C -0.9463 0.2366 0.9231 -0.769 0.310 0.109 0.27
N -2.0412 0.5765 1.0600 0.809 -0.363 0.106 -0.29
H -0.4337 -0.8513 -1.4060 0.196 0.041 -0.187 0.12
H 1.1176 0.6591 0.8217 -0.063 -0.074 -0.061 0.27
H 0.7281 -1.0837 0.8810 -0.196 0.165 -0.110 0.27
```
Forces are in eV/Å.

Energy above the lowest of the compared OMol25 structures with the same formula, charge and spin / eV: 9.186; 0.000; 3.506; 0.345